DFT (the ωB97M-V functional and the def2-TZVPD basis) results for a molecular structure, C2H6ClN3S at a distorted geometry.

XYZ file:
```
13
Properties=species:S:1:pos:R:3:lowdin_charge:R:1
N 0.62 -0.50 2.08 -0.09
H 1.71 -0.24 2.47 0.17
H 0.42 -1.72 1.52 0.18
S 1.22 -1.66 -0.90 0.72
N 0.01 0.34 1.27 -0.11
C -0.89 1.34 -0.52 -0.49
H 1.62 -0.48 -1.42 -0.17
C -0.55 0.07 0.10 -0.61
Cl 0.11 1.63 -2.04 0.51
H -0.68 2.11 0.15 0.04
H -1.26 -1.32 -1.26 0.17
H -1.94 1.51 -0.88 0.09
N -0.39 -1.07 -0.58 -0.42
```

Computed properties:
HOMO = -8.3 eV
E = -1102.290405 hartree